[1]
ORCA calculation (ωB97M-V/def2-TZVPD) on a cluster of 11 separate species, C27H76O11 in total in a non-equilibrium geometry.

As for the multiplicity: 2. The energy relative to the best compared isomer or geometry (same formula, charge and spin) is 85.8 kJ/mol. The gap between HOMO and LUMO (spin up / spin down) comes out at 9.60 / 3.02 eV. The total energy is -51742.888 eV. As for the expectation value of S²: 0.755. The value obtained for the maximum force is 0.06628 Eh/bohr. Its total charge is +1.

Cartesian coordinates (Å):
C: -16.2802 -2.4839 4.7340
C: -16.1391 -2.3438 6.2434
C: -14.6955 -2.4853 6.7207
O: -16.7556 -1.1377 6.6009
H: -17.3391 -2.5500 4.4843
H: -15.9396 -3.4412 4.3393
H: -15.7547 -1.7321 4.1451
H: -16.6816 -3.1888 6.6673
H: -14.3257 -3.4980 6.5600
H: -14.6447 -2.4041 7.8064
H: -14.0653 -1.7126 6.2802
H: -16.9023 -1.2705 7.5402
C: -15.9898 -9.7404 11.5016
C: -17.3876 -9.1960 11.2101
C: -18.4112 -9.7678 12.1043
O: -17.3328 -7.8137 11.3573
H: -15.2318 -9.1632 10.9722
H: -15.8601 -10.7815 11.2062
H: -15.7853 -9.5884 12.5614
H: -17.6907 -9.3810 10.1795
H: -18.6007 -10.8300 11.9500
H: -19.3987 -9.3104 12.0440
H: -18.0515 -9.6571 13.1273
H: -16.8862 -7.5733 12.1723
C: -20.7064 -5.8933 8.1186
C: -19.7855 -6.0205 9.3483
C: -20.3266 -5.2375 10.5465
O: -19.6825 -7.4001 9.5741
H: -20.4603 -4.9273 7.6777
H: -21.7618 -5.9480 8.3854
H: -20.4906 -6.6361 7.3505
H: -18.7864 -5.6431 9.1303
H: -19.6870 -5.5283 11.3798
H: -21.3455 -5.5348 10.7944
H: -20.2674 -4.1784 10.2955
H: -19.0369 -7.5016 10.2773
C: -17.8923 0.5533 9.3967
C: -17.7060 -0.7623 10.1022
C: -19.0209 -1.3462 10.6436
O: -16.9969 -1.5888 9.1995
H: -18.2961 0.4642 8.3882
H: -16.8967 0.9931 9.3377
H: -18.4847 1.2192 10.0242
H: -17.0623 -0.5480 10.9554
H: -19.6999 -1.4682 9.7996
H: -19.5247 -0.7636 11.4148
H: -18.8799 -2.3650 11.0042
H: -16.7452 -2.3475 9.7311
C: -16.0427 -7.3511 7.6315
C: -16.5638 -8.7152 7.1049
C: -17.7793 -8.5955 6.1515
O: -15.5373 -9.3762 6.4585
H: -15.6743 -6.7407 6.8069
H: -15.2485 -7.4867 8.3657
H: -16.8671 -6.9262 8.2042
H: -16.8480 -9.2700 7.9991
H: -18.1442 -9.6003 5.9388
H: -17.6588 -8.0572 5.2114
H: -18.5389 -8.0398 6.7014
H: -15.8767 -10.2601 6.3005
C: -9.6661 -3.6842 7.6286
C: -10.2351 -3.1828 8.9483
C: -11.7568 -3.1636 9.0293
O: -9.7171 -4.0744 9.8879
H: -8.5770 -3.7228 7.6457
H: -9.8535 -2.9432 6.8515
H: -10.1159 -4.6018 7.2494
H: -9.8548 -2.1631 9.0097
H: -12.1910 -2.7267 8.1301
H: -12.1262 -2.5597 9.8581
H: -12.1759 -4.1630 9.1460
H: -9.8497 -3.6638 10.7455
C: -16.6828 -0.1729 14.8210
C: -17.8801 -0.6688 13.8900
C: -17.8796 -2.1921 13.8622
O: -19.1371 -0.1345 14.2907
H: -16.7956 0.9049 14.9386
H: -15.7224 -0.4250 14.3714
H: -16.7692 -0.5767 15.8297
H: -17.6936 -0.2190 12.9149
H: -18.7514 -2.6162 13.3641
H: -17.8620 -2.5422 14.8943
H: -16.9936 -2.5096 13.3124
H: -18.9767 0.7428 14.6461
C: -12.7072 -6.9615 11.1566
C: -11.7624 -7.7854 12.0665
C: -12.4350 -9.0754 12.4919
O: -10.5858 -8.0443 11.3337
H: -12.1858 -6.0913 10.7579
H: -13.5982 -6.6413 11.6968
H: -13.1144 -7.5207 10.3142
H: -11.5448 -7.2924 13.0140
H: -13.4516 -8.9180 12.8520
H: -11.9452 -9.6353 13.2886
H: -12.4888 -9.7524 11.6392
H: -10.7788 -8.4878 10.5045
C: -15.9196 -4.7994 10.2722
O: -16.1414 -3.5752 10.8849
H: -16.7728 -5.1271 9.6782
H: -15.0336 -4.7184 9.6425
H: -15.7506 -5.5825 11.0113
H: -15.5202 -3.3529 11.5821
C: -15.6765 -5.7241 14.1376
O: -15.7072 -6.9909 13.5967
H: -14.7020 -5.2809 13.9326
H: -16.3675 -5.0691 13.6069
H: -15.7720 -5.6851 15.2227
H: -15.1288 -7.5478 14.1230
C: -13.7873 -1.5436 12.1102
O: -14.3024 -2.7086 12.6652
H: -12.7602 -1.4596 12.4654
H: -13.8089 -1.5793 11.0210
H: -14.3758 -0.6847 12.4326
H: -13.9796 -2.7046 13.5692

Cartesian forces, eV/Å:
-0.1 -0.6 -0.5
-0.9 0.1 -3.3
1.1 0.2 1.7
1.2 -1.2 -1.5
-0.1 0.7 0.0
0.5 -0.2 0.5
-0.2 0.2 0.2
-0.3 -0.1 1.0
-0.3 0.1 -0.7
-0.1 0.4 0.1
-0.1 -0.2 -0.2
-0.6 0.3 3.2
0.0 0.0 -0.4
0.9 -0.7 -0.6
-0.9 -0.9 1.2
-0.5 1.7 -0.7
-0.1 0.1 -0.2
-0.1 -0.1 0.3
0.0 -0.3 0.1
0.2 0.0 -0.2
0.3 -0.1 -0.1
0.1 0.4 -0.2
-0.2 0.0 0.3
0.2 0.0 0.5
0.9 0.7 0.1
-1.3 -0.2 -0.9
0.4 -0.8 -0.4
0.0 -0.4 0.4
-0.5 0.2 -0.2
0.1 0.0 0.0
0.1 -0.2 0.2
0.2 0.3 -0.3
0.0 0.5 0.3
0.0 0.1 -0.1
-0.1 0.1 0.4
0.3 -0.3 0.4
0.5 0.4 0.5
-1.0 1.2 0.8
0.2 -0.9 -1.1
-0.3 -0.1 -0.9
-0.3 0.0 0.1
0.0 0.3 -0.3
-0.2 0.0 -0.3
0.3 -0.2 0.1
-0.3 0.2 -0.1
0.4 0.2 -0.1
0.2 0.0 0.3
0.6 -1.2 0.4
-0.5 -1.0 0.0
-0.6 1.7 -0.1
-0.1 0.3 1.2
1.1 -0.7 -0.4
-0.2 0.2 0.0
0.2 -0.2 -0.2
-0.1 0.5 -0.3
-0.4 -0.2 0.1
-0.2 0.0 -0.1
0.7 -0.1 0.0
-0.4 -0.2 0.0
0.3 -0.2 -0.3
-0.4 0.7 -1.0
0.0 -0.6 -1.5
-0.3 0.2 -0.3
0.3 0.2 1.1
-0.1 -0.4 0.4
-0.3 0.2 -0.1
0.2 -0.3 0.4
0.1 0.2 0.7
0.0 0.1 -0.2
0.2 0.0 0.2
0.2 -0.2 -0.1
0.1 -0.3 0.4
-1.7 -0.1 -0.6
1.3 0.6 0.8
-0.4 0.6 -0.1
0.1 -0.6 0.4
0.4 0.2 -0.2
0.0 0.1 0.1
0.1 -0.3 -0.1
0.3 -0.3 -0.3
0.0 0.1 0.0
0.1 -0.2 -0.1
0.1 -0.2 0.2
-0.1 0.1 0.0
-0.1 0.2 0.8
-1.2 -0.5 -1.0
-0.4 -0.8 0.0
0.9 0.3 0.8
0.0 0.0 0.1
0.0 0.2 0.2
0.3 -0.4 -0.1
0.6 0.6 -0.4
-0.1 0.2 -0.1
0.4 0.3 0.0
-0.2 -0.1 -0.1
-0.3 -0.1 0.0
0.8 -1.0 0.0
-1.6 1.4 -0.3
-0.1 0.4 0.0
0.1 -0.3 -0.3
0.1 -0.2 0.0
0.5 -0.3 0.4
1.0 1.8 0.1
-0.4 -1.4 -0.3
0.4 0.2 0.0
-0.4 -0.2 0.3
-0.6 -0.1 0.0
0.0 -0.2 -0.1
0.6 1.1 -0.2
-0.4 -1.0 0.4
0.1 0.5 -0.4
0.0 -0.2 0.1
0.1 0.3 0.0
-0.3 -0.5 0.2

Atom charges from the Mulliken analysis, given in e for atoms 1 to 6:
1 C -1.588
2 C 0.776
3 C -0.908
4 O -0.170
5 H 0.437
6 H 0.414


[2]
ORCA calculation (ωB97M-V/def2-TZVPD) on a cluster of 7 separate species, C24H66BrO6P2 in total.

The gap between HOMO and LUMO comes out at 5.20 eV. The total energy is -126861.153 eV. The value obtained for the maximum force is 0.01241 Eh/bohr. Its total charge is -1.

Cartesian coordinates (Å):
C: -3.9969 -0.0260 -1.5651
C: -2.6431 -0.7439 -1.5961
P: -1.2245 0.4226 -1.3116
C: 0.1411 -0.7906 -0.9965
P: -1.5542 1.4014 0.7326
C: -1.8097 2.3736 2.4290
C: -1.3628 3.7978 2.3562
C: -2.0612 4.6578 1.3129
Br: -1.5120 4.6916 4.1533
H: -4.7343 -0.5854 -0.9905
H: -3.9210 0.9629 -1.1190
H: -4.4025 0.0977 -2.5693
H: -2.6172 -1.5654 -0.8750
H: -2.4871 -1.1950 -2.5769
H: 0.7583 -0.8921 -1.8862
H: 0.7467 -0.3804 -0.1863
H: -0.2313 -1.7739 -0.7045
H: -2.6614 2.1701 0.1195
H: -2.5335 0.3798 1.1778
H: -0.4731 0.6135 1.3368
H: -0.5807 2.3964 0.3095
H: -2.8495 2.2902 2.7544
H: -1.1919 1.8797 3.1893
H: -0.2921 3.8039 2.1691
H: -1.4296 4.7534 0.4323
H: -2.9980 4.2057 0.9988
H: -2.2714 5.6581 1.6819
C: 3.7465 1.6110 0.5604
C: 3.1189 2.5234 -0.4844
C: 4.1052 3.5598 -1.0038
O: 1.9559 3.1453 0.0407
H: 4.0762 2.1994 1.4227
H: 3.0157 0.8825 0.9136
H: 4.6120 1.0799 0.1574
H: 2.7526 1.9161 -1.3143
H: 4.4486 4.2071 -0.1945
H: 3.6306 4.1969 -1.7502
H: 4.9806 3.0838 -1.4532
H: 2.2102 3.6958 0.7885
C: -4.7415 1.1360 5.0882
C: -4.0239 -0.2065 5.0834
C: -3.4894 -0.5640 6.4644
O: -2.9849 -0.2104 4.1190
H: -4.0488 1.9337 5.3697
H: -5.1194 1.3648 4.0921
H: -5.5766 1.1388 5.7925
H: -4.7152 -0.9850 4.7531
H: -2.7633 0.1861 6.7897
H: -2.9848 -1.5307 6.4392
H: -4.2911 -0.6068 7.2046
H: -2.3498 0.4812 4.3391
C: 0.1588 -4.7540 -2.1440
C: 1.5486 -4.5950 -2.7432
C: 2.3642 -5.8759 -2.6288
O: 2.2338 -3.5053 -2.1420
H: 0.2291 -4.9848 -1.0771
H: -0.4129 -3.8310 -2.2419
H: -0.3920 -5.5631 -2.6296
H: 1.4576 -4.3198 -3.7960
H: 2.4995 -6.1411 -1.5764
H: 3.3519 -5.7412 -3.0704
H: 1.8684 -6.7101 -3.1287
H: 2.3249 -3.6886 -1.2015
C: 0.3993 -3.2287 2.1691
C: 1.2540 -2.3327 3.0565
C: 0.9954 -2.5981 4.5344
O: 1.0361 -0.9700 2.7390
H: -0.6605 -3.0264 2.3442
H: 0.6034 -3.0222 1.1181
H: 0.5882 -4.2868 2.3686
H: 2.3104 -2.5096 2.8382
H: -0.0503 -2.3838 4.7720
H: 1.6195 -1.9509 5.1515
H: 1.2011 -3.6384 4.7974
H: 0.1041 -0.7551 2.8736
C: -3.5835 -6.3559 -3.0539
C: -4.0289 -5.0716 -3.7384
C: -4.3580 -5.3010 -5.2065
O: -3.0463 -4.0555 -3.5922
H: -2.6752 -6.7397 -3.5282
H: -3.3595 -6.1687 -2.0039
H: -4.3523 -7.1280 -3.1165
H: -4.9101 -4.6787 -3.2287
H: -3.4708 -5.6544 -5.7403
H: -4.6811 -4.3708 -5.6730
H: -5.1470 -6.0455 -5.3263
H: -2.2389 -4.3534 -4.0235
C: 7.4620 6.8322 -2.7453
C: 5.9882 6.4553 -2.7099
C: 5.1485 7.3696 -3.5887
O: 5.4982 6.4524 -1.3734
H: 7.6004 7.8496 -2.3679
H: 8.0427 6.1587 -2.1152
H: 7.8582 6.7890 -3.7610
H: 5.8709 5.4243 -3.0475
H: 5.2196 8.4024 -3.2350
H: 4.1005 7.0741 -3.5522
H: 5.4839 7.3407 -4.6265
H: 5.5746 7.3460 -1.0237

Cartesian forces, eV/Å:
-0.1 -0.1 -0.1
0.1 0.0 0.1
0.0 0.3 -0.5
-0.1 0.3 -0.1
-0.4 -0.1 0.5
0.0 -0.1 0.3
0.1 -0.3 -0.6
-0.1 0.2 0.1
0.0 0.1 0.2
0.0 -0.1 0.1
0.0 0.1 0.1
0.0 0.1 -0.1
0.0 0.0 0.2
0.0 -0.2 0.0
0.1 -0.2 0.0
0.1 -0.1 0.1
0.0 -0.1 0.1
0.1 0.1 -0.1
0.0 0.0 0.0
0.1 0.0 0.0
0.0 0.1 -0.2
-0.1 0.1 -0.2
0.0 -0.2 -0.1
0.1 0.2 0.2
0.0 -0.1 -0.1
-0.1 -0.1 0.0
0.0 0.1 0.0
-0.1 -0.1 0.0
0.1 0.0 0.2
-0.1 0.0 -0.1
0.0 0.1 -0.1
0.0 0.0 0.0
0.0 0.0 0.0
0.0 0.0 0.0
0.0 0.0 0.0
0.0 0.0 0.0
0.0 0.0 0.0
0.0 0.0 0.0
0.1 0.0 0.1
0.0 0.0 0.0
0.1 0.2 0.1
0.0 -0.1 0.0
0.0 -0.3 0.1
0.0 0.0 0.0
0.0 0.0 0.0
0.0 0.0 0.0
0.0 0.0 0.0
0.0 0.0 0.0
0.0 0.0 0.0
0.0 0.0 0.0
-0.1 0.1 -0.1
0.0 0.1 0.0
-0.1 -0.1 0.2
0.1 0.0 0.0
0.1 0.0 -0.2
0.0 0.0 0.0
0.0 0.0 0.0
0.0 0.0 0.0
0.0 0.0 0.0
0.0 0.0 0.0
0.0 0.0 0.0
0.0 0.0 0.0
-0.1 0.1 0.1
0.1 0.0 0.0
-0.3 0.0 0.0
0.0 0.0 0.0
0.3 -0.1 0.2
0.0 0.0 0.0
0.0 0.0 0.0
0.0 0.0 0.0
0.0 0.0 0.0
0.0 0.0 0.0
0.0 0.0 0.0
0.0 0.0 0.0
-0.1 0.1 -0.3
0.0 0.0 0.1
0.1 -0.1 -0.1
0.0 0.1 0.0
-0.1 0.0 0.0
0.0 0.0 0.0
0.0 0.0 0.0
0.0 0.0 0.0
0.0 0.0 0.0
0.0 0.0 0.0
0.0 0.0 0.0
0.0 0.0 0.0
0.1 0.0 0.0
0.0 -0.1 0.1
0.0 0.1 -0.1
-0.1 0.0 0.0
0.1 0.0 0.0
0.0 0.0 0.0
0.0 0.0 0.0
0.0 0.0 0.0
0.0 0.0 0.0
0.0 0.0 0.0
0.0 0.0 0.0
0.0 0.0 0.0
0.0 0.1 0.0

Atom charges from the Mulliken analysis, given in e for atoms 1 to 6:
1 C -1.283
2 C -0.256
3 P -0.440
4 C 0.030
5 P 2.021
6 C -1.071


What is the total charge in the first record? +1